1.
This record from OMol25 describes a molecular structure, C26H47AuCl2P at a distorted geometry. The level of theory is ωB97M-V with the def2-TZVPD basis set.

Computed properties:
HOMO-LUMO gap (alpha / beta)	4.96 / 5.90	eV
LUMO (alpha / beta)	0.102 / 0.101	Eh
energy above the lowest of the compared OMol25 structures with the same formula, charge and spin	0.0	kcal/mol

```
! RIJCOSX wB97M-V def2-TZVPD def2/J DEFGRID3
* xyz -1 3
Au 0.07973 0.64993 0.51556
Cl -2.17852 -0.09597 0.55197
P 0.11098 0.68714 -2.02494
C -0.19712 2.67047 0.18392
H -0.09251 3.11122 1.18150
H -1.22836 2.75367 -0.18214
C 1.51872 -0.30778 -2.72494
C 0.18946 2.39742 -2.73688
C 2.86460 0.37499 -2.45412
H 1.47426 -1.23509 -2.12232
C 4.02247 -0.58678 -2.75872
H 2.96414 1.26958 -3.08823
H 2.92930 0.70447 -1.40914
C 3.94556 -1.15988 -4.17924
H 4.97369 -0.05923 -2.61630
H 3.99714 -1.40708 -2.02784
C 2.55469 -1.69775 -4.53798
H 4.22063 -0.37379 -4.89568
H 4.68594 -1.96026 -4.29094
C 1.43092 -0.70904 -4.20531
H 2.51183 -1.94782 -5.60472
H 2.37488 -2.62679 -3.98008
H 1.53029 0.18257 -4.84026
H 0.46040 -1.16048 -4.44711
C -1.48243 -0.07425 -2.62966
C 0.63482 2.51790 -4.20162
H -0.86096 2.74093 -2.66530
C 0.48864 3.97323 -4.65850
H 1.68723 2.21407 -4.29580
H 0.04216 1.86224 -4.85548
C 1.28294 4.93660 -3.76926
H 0.82316 4.06032 -5.69911
H -0.57515 4.24544 -4.63456
C 1.01038 4.73131 -2.27234
H 2.35553 4.80091 -3.96109
H 1.04082 5.96968 -4.04401
C 1.03142 3.27311 -1.82616
H 1.74201 5.30148 -1.68478
H 0.02071 5.15252 -2.03295
H 2.06383 2.89919 -1.75651
H 0.57339 3.16437 -0.61881
C -1.43870 -1.60426 -2.52844
H -2.18067 0.26695 -1.84552
C -2.84414 -2.18592 -2.69505
H -0.77758 -2.02131 -3.30224
H -1.03050 -1.90300 -1.55384
C -3.50357 -1.72193 -4.00118
H -2.79132 -3.28238 -2.66493
H -3.45248 -1.86602 -1.83634
C -3.42996 -0.20381 -4.21082
H -3.01202 -2.22418 -4.84524
H -4.55237 -2.04009 -4.01167
C -2.02691 0.37754 -3.98757
H -3.76958 0.04952 -5.22173
H -4.11732 0.28512 -3.50743
H -1.35703 0.03587 -4.79318
H -2.07632 1.47389 -4.05103
C -0.03160 -3.04065 0.30577
C 0.32796 -2.19231 1.22680
H 0.53805 -3.12669 -0.62878
C -0.32289 -2.09179 2.58288
H 1.21913 -1.56663 1.09063
C -1.42463 -3.14659 2.80955
H 0.43580 -2.19523 3.37374
H -0.75583 -1.09017 2.71246
C -2.17361 -3.48477 1.52231
H -0.94506 -4.05789 3.18928
H -2.12712 -2.79880 3.57614
C -1.19695 -3.97608 0.44084
H -2.94157 -4.24290 1.71562
H -2.66890 -2.57324 1.16216
H -0.84679 -4.98261 0.72585
H -1.72261 -4.09519 -0.51786
Cl 3.19031 0.02437 1.11173
C 1.99450 1.31081 1.02913
H 1.88875 1.73339 2.03238
H 2.37424 2.04373 0.31387
*
```


2.
This record from OMol25 describes a molecular structure, C26H47AuN6OSi2. The level of theory is ωB97M-V with the def2-TZVPD basis set.

Computed properties:
HOMO-LUMO gap	8.04	eV
LUMO	-0.225	Eh
energy above the lowest of the compared OMol25 structures with the same formula, charge and spin	0.0	kcal/mol

```
! RIJCOSX wB97M-V def2-TZVPD def2/J DEFGRID3
* xyz 2 1
Au 0.20878 0.04452 0.10281
N 0.29324 -1.50954 -1.55136
C -0.85886 -2.42569 -1.73010
C -1.08163 -3.31094 -0.52616
N -1.28693 -2.51196 0.68482
H 0.39920 -0.98378 -2.41660
H 1.15415 -2.04787 -1.46654
H -0.70147 -3.05191 -2.61131
H -1.74240 -1.81375 -1.92137
H -0.21676 -3.96666 -0.39134
H -1.92290 -3.97064 -0.75870
H -1.02858 -3.03666 1.51259
H -2.27022 -2.29282 0.79933
N 4.31894 0.21580 0.76599
C 3.11046 0.71601 0.50304
N 2.17957 -0.22025 0.54978
C 2.82686 -1.41737 0.86619
C 2.33443 -2.70230 1.07495
C 3.24991 -3.68435 1.39098
C 4.62147 -3.40350 1.50997
C 5.11516 -2.12946 1.32583
C 4.18640 -1.14602 1.00465
H 5.17536 0.74855 0.77001
H 2.94120 1.75122 0.26474
H 1.27503 -2.90714 1.02134
H 2.90671 -4.69533 1.56343
H 5.30270 -4.20433 1.76093
H 6.16859 -1.90799 1.42777
C -5.81970 0.66922 4.27737
C -6.41274 -0.04560 3.07401
N -5.42351 -0.28001 2.00809
C -4.97399 -1.64685 1.78893
C -4.09234 -2.17218 2.91381
C -5.10264 0.77839 1.24206
O -5.60469 1.88217 1.35345
C -4.02986 0.66042 0.17895
C -4.31674 1.14506 -1.09489
C -3.30083 1.24348 -2.03011
C -2.01468 0.91092 -1.65478
N -1.73398 0.46496 -0.42253
C -2.72540 0.32107 0.47327
H -6.57890 0.78301 5.05038
H -5.47318 1.66307 3.99791
H -4.98644 0.10836 4.70347
H -7.22681 0.54222 2.65131
H -6.81333 -1.02021 3.35293
H -4.46871 -1.70164 0.82275
H -5.85960 -2.28043 1.69755
H -3.20197 -1.55275 3.05240
H -3.78597 -3.20015 2.71329
H -4.63179 -2.17661 3.86028
H -5.32476 1.46445 -1.32560
H -3.48588 1.61175 -3.02895
H -1.18339 1.02193 -2.33792
H -2.43729 -0.02168 1.45898
C 0.91941 3.23335 -0.99834
Si 0.69889 3.30265 0.86680
C 2.28181 3.94819 1.64394
C -0.69521 4.46087 1.31033
C 0.09812 1.59117 1.50682
Si 0.38661 0.98393 3.30384
C 0.14538 -0.87196 3.43746
C 2.08479 1.39769 3.96420
C -0.93041 1.85294 4.30626
H 0.94318 4.25000 -1.39667
H 0.09382 2.71807 -1.49219
H 1.85078 2.75063 -1.30632
H 2.77495 4.61125 0.92795
H 3.01415 3.21588 1.98110
H 2.03171 4.55726 2.51531
H -0.41499 5.49046 1.07688
H -0.93004 4.42135 2.37588
H -1.61003 4.23387 0.75764
H -0.98097 1.78840 1.49239
H 0.76588 -1.43393 2.73894
H -0.89432 -1.16849 3.28128
H 0.42442 -1.18598 4.44625
H 2.89393 0.96744 3.36859
H 2.16937 0.96595 4.96488
H 2.25858 2.46914 4.05830
H -1.92957 1.71193 3.88550
H -0.75126 2.92746 4.37850
H -0.94401 1.46026 5.32550
*
```